ORCA calculation (the ωB97M-V functional and the def2-TZVPD basis) on a structure of composition C15H15N7O4Zr.

The total charge is +2. The HOMO energy comes out at -13.82 eV. For the gap between HOMO and LUMO, the calculation gives 5.60 eV. For the LUMO energy, the calculation gives -0.3023 hartree. The total energy comes out at -35683.3801 eV. Its strongest force on any atom is 0.07629 Eh/bohr.

Element x y z (Å)
Zr (-0.20426, -0.27955, -0.37521)
O (-2.01313, -0.06096, 0.07202)
C (-2.97886, -0.53726, -0.77405)
C (-4.16336, 0.18012, -0.88628)
C (-5.17165, -0.24572, -1.73011)
C (-5.01986, -1.41226, -2.47640)
C (-3.87493, -2.16114, -2.34011)
C (-2.82709, -1.75921, -1.49282)
C (-1.71151, -2.66144, -1.31312)
N (-0.61584, -2.25820, -0.75423)
N (0.43241, -3.08326, -0.42730)
C (1.32455, -2.47546, 0.31387)
O (1.16289, -1.17604, 0.64080)
C (2.45382, -3.22266, 0.83927)
C (3.20679, -2.68403, 1.88756)
C (4.23754, -3.41608, 2.44360)
C (4.53314, -4.67963, 1.94745)
C (3.80839, -5.20574, 0.88352)
C (2.76723, -4.48770, 0.33061)
H (-4.28208, 1.06821, -0.27840)
H (-6.09039, 0.32083, -1.79774)
H (-5.80470, -1.73808, -3.14404)
H (-3.75609, -3.08369, -2.89457)
H (-1.82051, -3.70615, -1.59507)
H (2.95591, -1.69981, 2.26027)
H (4.81685, -3.00879, 3.26078)
H (5.32898, -5.25954, 2.39505)
H (4.06516, -6.17877, 0.48811)
H (2.19136, -4.88541, -0.49308)
N (0.09504, 1.77380, 1.25821)
N (-0.34480, 2.93596, 0.59426)
C (-0.55468, 2.88057, -0.72319)
N (-1.09685, 3.86072, -1.39505)
N (-0.08851, 1.71516, -1.27138)
N (-0.73609, 1.09521, -2.25458)
O (-0.28989, -0.09343, -2.40643)
O (-1.66897, 1.53815, -2.86068)
H (-0.48640, 1.63048, 2.07944)
H (1.05795, 1.88747, 1.56613)
H (-0.46295, 3.79393, 1.11506)
H (-1.37110, 4.72887, -0.95511)
H (-1.25719, 3.77720, -2.38840)

Cartesian forces, eV/Å:
2.13 1.37 3.00
-1.79 -0.14 0.38
-0.77 -0.46 -0.23
0.20 0.14 0.12
0.04 -0.13 -0.05
-0.06 0.03 -0.05
0.12 -0.07 0.05
-0.03 0.27 0.20
0.11 -0.17 0.24
-0.40 -0.72 -0.25
0.47 -0.66 0.14
-0.57 -0.98 -0.34
0.87 -0.82 0.81
0.36 0.13 0.17
-0.18 0.07 -0.17
0.09 -0.04 0.04
-0.05 0.04 0.00
0.06 -0.03 0.02
-0.12 0.10 -0.04
-0.02 0.00 -0.02
0.01 0.03 0.00
0.00 -0.01 0.02
-0.05 -0.02 0.01
0.09 -0.01 -0.04
0.08 -0.02 0.07
-0.03 0.01 0.01
0.03 0.02 -0.03
-0.04 -0.01 0.00
0.01 -0.04 0.02
-0.03 -0.28 -0.13
0.08 0.04 -0.11
-0.17 -0.02 0.13
0.03 0.08 -0.02
0.36 0.45 -0.32
-1.21 1.84 -2.14
-0.19 0.17 -1.61
0.57 -0.21 0.04
-0.10 -0.02 0.05
0.09 0.09 0.04
0.02 0.06 0.05
-0.05 -0.03 0.04
0.03 -0.03 -0.07

Results of the natural (NBO) charge analysis, in e, for atoms 1 through 2:
1. Zr 2.2448
2. O -0.7680

***

ORCA calculation (the ωB97M-V functional and the def2-TZVPD basis) on a structure of composition C18H23CuN5O3S2.

The total charge is +2. The expectation value of S² is 0.79. The HOMO energy (alpha / beta) comes out at -12.91 / -12.91 eV. For the gap between HOMO and LUMO (alpha / beta), the calculation gives 6.51 / 3.55 eV. For the LUMO energy (alpha / beta), the calculation gives -0.2354 / -0.3441 hartree. Its spin multiplicity is 2. The total energy comes out at -98927.5137 eV. Its strongest force on any atom is 0.08019 Eh/bohr.

Element x y z (Å)
C (-0.52028, -2.46692, -5.78114)
C (-1.22782, -1.50011, -6.63236)
H (-1.08429, -3.40054, -5.65060)
H (0.48110, -2.72248, -6.16308)
C (-1.47529, -0.19689, -6.32598)
C (-1.05763, 0.46327, -5.10096)
H (-1.79153, 0.48035, -4.28241)
H (-0.58124, 1.44095, -5.22827)
C (-1.71000, -2.05380, -7.93842)
H (-1.34417, -3.07613, -8.06780)
H (-1.36215, -1.46156, -8.79268)
H (-2.80624, -2.08710, -7.98301)
C (-2.25581, 0.65956, -7.28289)
H (-3.22257, 0.21566, -7.54635)
H (-1.70810, 0.83904, -8.21591)
H (-2.45188, 1.63310, -6.82436)
Cu (0.05897, 0.11889, -0.03617)
O (-0.02267, -0.38045, -1.89824)
C (0.55247, 0.06721, -2.92291)
O (1.32162, 1.54072, -0.50481)
C (1.76712, 1.77188, -1.66291)
O (2.67950, 2.68958, -1.86167)
N (1.39643, 1.15566, -2.84046)
C (3.03920, 2.70011, -3.28957)
C (2.07386, 1.79433, -3.98935)
H (4.06182, 2.31930, -3.38319)
H (2.97918, 3.73270, -3.64104)
H (2.56447, 1.04621, -4.61484)
H (1.34736, 2.35236, -4.59284)
C (0.34587, -0.55833, -4.20825)
C (-0.24069, -1.91069, -4.14735)
H (1.15225, -0.41765, -4.93874)
H (-1.21780, -1.94251, -3.65011)
H (0.44853, -2.63828, -3.70175)
N (-2.84108, 1.77904, -0.03494)
C (-2.63040, 0.90851, 0.96138)
N (-1.53153, 0.16926, 1.07325)
C (-1.57385, -0.66284, 2.18855)
C (-2.72519, -0.53925, 2.94597)
S (-3.78550, 0.63411, 2.24675)
C (-0.41656, -1.47207, 2.31014)
C (-0.02175, -2.43083, 3.22799)
S (1.52353, -3.07552, 2.79859)
C (1.57262, -2.02181, 1.40225)
N (0.49920, -1.24973, 1.28931)
N (2.59537, -2.00355, 0.53434)
H (-3.69467, 2.30902, -0.05013)
H (-2.13949, 1.89559, -0.76175)
H (-2.91349, -1.10652, 3.84939)
H (-0.61345, -2.71885, 4.08824)
H (3.38030, -2.60918, 0.69080)
H (2.58459, -1.35083, -0.24480)

Cartesian forces, eV/Å:
1.22 0.43 3.87
-0.59 1.69 0.00
0.12 0.24 -0.21
-0.36 -0.01 -0.12
0.15 -2.13 -1.06
2.67 -0.89 3.02
0.05 0.16 -0.31
-0.36 -0.10 -0.13
0.00 -0.28 -0.33
-0.09 0.13 -0.08
-0.09 -0.07 0.13
0.17 0.02 0.00
-0.12 0.49 0.00
0.19 0.03 0.06
-0.07 -0.04 0.13
-0.08 -0.02 -0.18
-0.06 0.19 0.16
0.75 0.41 -2.47
-0.96 -0.67 1.58
1.69 1.14 -2.98
-1.16 -0.38 3.02
0.04 -0.11 -0.97
0.23 0.21 -0.16
1.04 0.69 0.38
-0.99 -0.49 -0.15
-0.16 0.30 0.23
0.13 -0.21 0.20
-0.02 0.18 0.11
0.15 -0.22 0.13
-2.19 1.99 -2.50
-0.75 -2.02 -3.24
-0.13 -0.22 0.37
0.41 0.09 0.05
-0.27 0.07 0.04
0.07 -0.58 0.70
0.98 -0.43 -0.19
-1.76 0.54 0.73
-0.10 1.05 -1.25
-0.22 0.23 -0.13
0.20 -0.68 0.71
1.17 0.12 -1.05
0.28 -0.11 -0.10
-0.78 0.02 0.61
-0.69 0.73 -0.37
1.01 -1.39 0.97
-0.71 -0.04 0.65
0.01 0.18 -0.23
-0.24 -0.05 0.31
-0.38 0.27 -0.08
0.39 -0.27 0.01
0.24 0.03 -0.20
-0.03 -0.25 0.34

Results of the natural (NBO) charge analysis, in e, for atoms 1 through 2:
1. C -0.4031
2. C 0.0377

***

Question: strongest force on any atom of number 2 (C18H23CuN5O3S2)?
Answer: 0.08019 Eh/bohr